{"formula": "C34H68N3O11P2ReS2Se", "method": "ωB97M-V with the def2-TZVPD basis set", "species": ["Re", "C", "C", "C", "O", "P", "O", "C", "P", "O", "O", "C", "C", "C", "O", "C", "C", "C", "O", "C", "C", "C", "H", "H", "H", "H", "H", "H", "H", "H", "H", "H", "H", "H", "H", "H", "H", "H", "H", "H", "H", "H", "H", "H", "H", "H", "H", "H", "H", "H", "H", "H", "O", "H", "H", "S", "O", "N", "O", "O", "C", "C", "C", "S", "O", "C", "C", "C", "H", "H", "H", "H", "H", "H", "H", "H", "H", "H", "H", "H", "H", "H", "C", "C", "C", "C", "N", "C", "Se", "N", "C", "C", "C", "C", "C", "C", "C", "C", "C", "C", "H", "H", "H", "H", "H", "H", "H", "H", "H", "H", "H", "H", "H", "H", "H", "H", "H", "H", "H", "H", "H", "H"], "coordinates": [[-0.64, 1.19, -0.37], [-3.48, -0.01, 4.09], [-3.68, -0.99, 2.96], [-4.88, -1.89, 3.14], [-2.51, -1.91, 2.88], [-1.11, -1.43, 2.39], [-1.13, -0.17, 1.59], [-0.48, -2.85, 1.51], [-1.22, -3.06, -0.14], [-0.90, -1.89, -0.97], [-2.75, -3.26, 0.08], [-3.55, -4.45, 0.32], [-2.99, -5.28, 1.46], [-3.72, -5.23, -0.97], [-0.71, -4.46, -0.65], [0.51, -4.79, -1.38], [0.57, -4.06, -2.71], [1.73, -4.55, -0.51], [-0.18, -1.12, 3.63], [0.29, -2.00, 4.71], [1.53, -2.75, 4.26], [-0.80, -2.90, 5.24], [-4.31, 0.70, 4.09], [-2.56, 0.56, 3.96], [-3.46, -0.52, 5.06], [-3.72, -0.46, 2.01], [-4.78, -2.49, 4.05], [-5.01, -2.55, 2.29], [-5.77, -1.27, 3.23], [-0.63, -3.75, 2.11], [0.59, -2.68, 1.37], [-4.51, -4.03, 0.60], [-2.04, -5.74, 1.18], [-3.69, -6.08, 1.70], [-2.86, -4.66, 2.35], [-2.79, -5.71, -1.28], [-4.07, -4.58, -1.77], [-4.47, -6.01, -0.81], [0.40, -5.86, -1.55], [0.67, -2.99, -2.57], [-0.32, -4.25, -3.30], [1.44, -4.43, -3.26], [1.92, -3.48, -0.39], [2.60, -4.98, -0.99], [1.61, -5.01, 0.47], [0.57, -1.28, 5.48], [1.27, -3.57, 3.59], [2.02, -3.18, 5.14], [2.23, -2.09, 3.77], [-1.11, -3.64, 4.50], [-1.68, -2.33, 5.54], [-0.42, -3.43, 6.11], [0.65, 1.62, 1.46], [0.15, 1.08, 2.10], [0.63, 2.54, 1.75], [-0.03, 3.20, -1.09], [-3.31, -0.59, -2.67], [-2.72, -0.11, -1.75], [-2.96, -0.26, -0.56], [-1.72, 0.74, -2.03], [-1.48, 5.95, 0.99], [-1.06, 4.71, 1.77], [-2.16, 3.67, 1.95], [-2.58, 2.40, 0.71], [-3.61, 1.63, 1.44], [-3.40, 3.33, -0.62], [-4.92, 3.26, -0.51], [-5.51, 4.15, 0.58], [-0.76, 6.75, 1.12], [-2.45, 6.32, 1.34], [-1.55, 5.74, -0.08], [-0.74, 5.00, 2.77], [-0.20, 4.28, 1.26], [-3.13, 4.14, 2.10], [-1.97, 3.02, 2.81], [-3.04, 2.88, -1.55], [-3.02, 4.35, -0.58], [-5.22, 2.23, -0.34], [-5.31, 3.56, -1.49], [-5.25, 3.78, 1.57], [-6.59, 4.18, 0.51], [-5.15, 5.18, 0.49], [4.47, 0.32, -4.68], [3.24, 0.52, -5.55], [1.90, 0.40, -4.81], [1.46, 1.66, -4.07], [2.36, 2.05, -2.98], [2.44, 1.44, -1.79], [1.34, -0.02, -1.26], [3.36, 2.06, -1.04], [3.85, 1.66, 0.27], [5.20, 0.96, 0.19], [5.17, -0.37, -0.57], [4.48, -1.49, 0.20], [3.89, 3.12, -1.77], [4.85, 4.07, -1.45], [5.12, 5.02, -2.41], [4.47, 5.02, -3.66], [3.52, 4.07, -3.97], [3.24, 3.12, -3.00], [5.38, 0.32, -5.28], [4.42, -0.64, -4.16], [4.58, 1.10, -3.92], [3.25, -0.24, -6.34], [3.29, 1.49, -6.06], [1.95, -0.43, -4.10], [1.10, 0.17, -5.51], [0.46, 1.53, -3.64], [1.42, 2.51, -4.75], [3.08, 1.03, 0.72], [3.93, 2.57, 0.87], [5.53, 0.77, 1.22], [5.92, 1.64, -0.26], [6.20, -0.66, -0.79], [4.68, -0.22, -1.54], [4.94, -1.63, 1.18], [4.55, -2.43, -0.34], [3.42, -1.27, 0.35], [5.35, 4.08, -0.49], [5.86, 5.79, -2.21], [4.72, 5.78, -4.38], [3.02, 4.07, -4.93]], "mulliken_spin": [2.0674, 0.0006, -0.0028, -0.0002, 0.0017, -0.0066, 0.0334, -0.0019, 0.0103, -0.0005, -0.0040, -0.0002, 0.0000, -0.0001, -0.0013, -0.0002, -0.0009, 0.0005, 0.0016, 0.0004, -0.0002, 0.0000, 0.0001, -0.0009, -0.0001, -0.0006, 0.0002, -0.0001, 0.0000, -0.0002, 0.0033, 0.0001, 0.0001, 0.0000, 0.0001, 0.0001, 0.0000, 0.0000, -0.0001, 0.0070, -0.0002, 0.0002, 0.0009, 0.0000, 0.0001, 0.0000, 0.0000, 0.0000, 0.0001, 0.0000, 0.0000, 0.0000, 0.0271, -0.0108, -0.0042, 0.6268, 0.0184, 0.0137, 0.0237, 0.0208, 0.0000, 0.0068, -0.0005, 0.0157, -0.0040, 0.0260, 0.0071, 0.0006, 0.0009, 0.0006, 0.0028, 0.0025, 0.0060, 0.0002, -0.0019, -0.0158, -0.0047, 0.0002, 0.0005, 0.0000, 0.0000, -0.0003, 0.0006, -0.0005, 0.0171, -0.0068, 0.0418, -0.0264, 0.1433, -0.0560, 0.0025, 0.0021, -0.0038, -0.0047, 0.0338, 0.0017, -0.0006, 0.0005, -0.0165, 0.0152, -0.0001, 0.0000, -0.0015, -0.0001, 0.0001, -0.0028, 0.0006, -0.0074, -0.0097, -0.0028, 0.0014, -0.0002, 0.0001, 0.0000, 0.0045, -0.0002, 0.0007, 0.0100, 0.0000, -0.0001, 0.0000, -0.0009], "s_squared": 3.776, "spin_multiplicity": 4, "max_force_ev_per_a": 1.15, "total_energy_ha": -6286.9971, "total_charge": 1, "homo_ev": [-9.59, -10.56]}

---

{"formula": "C4H6F4N2O", "method": "ωB97M-V with the def2-TZVPD basis set", "species": ["C", "C", "C", "C", "N", "N", "O", "F", "F", "F", "F", "H", "H", "H", "H", "H", "H"], "coordinates": [[-1.55, -0.24, -0.48], [1.71, 0.67, 0.10], [-2.24, -1.55, -1.11], [1.37, 1.38, 1.29], [-2.16, 0.78, -0.09], [2.26, -0.58, 0.04], [-0.30, -0.30, -0.38], [-3.57, 0.67, -0.11], [1.91, 1.29, -1.04], [3.08, -0.84, -1.03], [3.00, -0.85, 1.22], [-3.05, -1.15, -1.59], [-2.56, -2.11, -0.16], [-1.55, -2.01, -1.65], [1.68, 2.38, 1.32], [1.66, 0.92, 2.18], [0.31, 1.54, 1.49]], "lowdin_charge": [-0.5867, -0.2158, 0.0408, 0.0489, 0.0544, 0.0424, -0.0671, -0.1433, 0.1956, 0.1036, 0.0639, 0.0244, 0.1164, 0.0132, 0.0999, 0.0858, 0.1236], "spin_multiplicity": 1, "max_force_ev_per_a": 7.03, "total_energy_ha": -739.8752, "homo_ev": [-8.24, -8.24]}

---

{"formula": "C34H65F5N4O22", "method": "ωB97M-V with the def2-TZVPD basis set", "species": ["C", "N", "C", "C", "C", "C", "O", "H", "H", "H", "H", "H", "H", "H", "H", "H", "H", "H", "H", "H", "H", "C", "N", "C", "C", "C", "C", "O", "H", "H", "H", "H", "H", "H", "H", "H", "H", "H", "H", "H", "H", "H", "C", "O", "O", "O", "C", "C", "C", "O", "C", "N", "H", "H", "H", "H", "H", "H", "H", "H", "H", "H", "H", "C", "C", "C", "O", "C", "N", "H", "H", "H", "H", "H", "H", "H", "H", "H", "H", "H", "C", "C", "O", "C", "O", "O", "F", "H", "H", "H", "C", "C", "O", "C", "O", "O", "F", "H", "H", "H", "C", "C", "O", "C", "O", "O", "F", "H", "H", "H", "C", "C", "O", "C", "O", "O", "F", "H", "H", "H", "C", "C", "O", "C", "O", "O", "F", "H", "H", "H"], "coordinates": [[-4.84, -1.10, -1.13], [-5.51, -0.24, -0.09], [-6.59, 0.56, -0.75], [-6.23, -1.18, 0.84], [-4.62, 0.69, 0.66], [-4.05, 1.86, -0.15], [-3.83, 1.59, -1.52], [-4.73, -0.63, -2.09], [-5.42, -2.02, -1.23], [-3.88, -1.37, -0.70], [-7.17, 1.08, 0.02], [-7.30, -0.04, -1.32], [-6.11, 1.32, -1.36], [-5.49, -1.87, 1.26], [-6.91, -1.76, 0.23], [-6.76, -0.60, 1.59], [-3.86, 0.10, 1.17], [-5.24, 1.14, 1.44], [-3.05, 2.12, 0.22], [-4.61, 2.77, 0.06], [-3.05, 0.96, -1.52], [5.82, 4.30, -1.15], [4.79, 3.33, -0.73], [5.35, 2.40, 0.32], [3.63, 4.05, -0.06], [4.22, 2.51, -1.88], [3.30, 1.37, -1.50], [2.10, 1.84, -0.96], [6.72, 3.76, -1.45], [6.02, 4.95, -0.30], [5.45, 4.99, -1.90], [4.55, 1.79, 0.75], [5.86, 2.94, 1.11], [6.01, 1.72, -0.21], [4.11, 4.75, 0.63], [3.00, 3.35, 0.48], [3.06, 4.54, -0.84], [5.08, 2.10, -2.42], [3.74, 3.20, -2.57], [3.81, 0.67, -0.83], [3.15, 0.84, -2.45], [1.49, 1.05, -0.88], [-0.89, -0.04, -0.39], [-1.09, 0.10, 0.86], [0.33, -0.14, -0.86], [-1.85, -0.01, -1.26], [-2.16, -4.66, 2.19], [-2.52, -3.19, 2.37], [-1.50, -2.56, 3.33], [-1.76, -2.94, 4.65], [-0.82, -2.46, 5.59], [-2.46, -2.53, 1.07], [-1.18, -4.87, 1.75], [-2.90, -5.14, 1.55], [-2.06, -5.10, 3.18], [-3.53, -3.20, 2.80], [-1.63, -1.48, 3.17], [-0.47, -2.73, 3.00], [-1.17, -2.84, 6.55], [-0.84, -1.37, 5.62], [0.19, -2.86, 5.49], [-2.25, -1.53, 1.21], [-1.56, -2.84, 0.68], [2.68, -3.78, -0.94], [3.21, -2.43, -1.42], [4.55, -2.57, -2.14], [5.17, -1.27, -2.13], [6.41, -1.26, -2.77], [2.21, -1.78, -2.25], [1.83, -3.58, -0.30], [3.42, -4.33, -0.36], [2.38, -4.42, -1.77], [3.45, -1.84, -0.53], [4.40, -2.91, -3.16], [5.18, -3.27, -1.58], [7.14, -2.01, -2.43], [6.85, -0.26, -2.66], [6.38, -1.41, -3.86], [2.58, -0.97, -2.72], [1.41, -1.40, -1.74], [-2.44, 0.85, 3.82], [-2.20, 2.29, 3.38], [-2.01, 2.88, 4.66], [-2.79, 2.26, 5.54], [-3.20, 2.66, 6.58], [-3.11, 1.01, 5.07], [-3.27, 2.85, 2.76], [-1.49, 0.35, 4.04], [-2.97, 0.23, 3.11], [-1.35, 2.28, 2.71], [1.50, -1.16, 2.12], [2.45, 0.03, 2.09], [3.69, -0.61, 1.86], [3.63, -1.84, 2.45], [4.57, -2.52, 2.66], [2.36, -2.17, 2.69], [2.50, 0.62, 3.32], [1.18, -1.52, 1.15], [0.62, -0.92, 2.70], [2.24, 0.80, 1.35], [-0.59, 3.47, -0.05], [-0.32, 4.58, -1.05], [-0.39, 5.74, -0.26], [-1.06, 5.47, 0.90], [-1.44, 6.26, 1.68], [-1.26, 4.11, 1.03], [-1.30, 4.63, -1.99], [0.26, 2.93, 0.38], [-1.17, 2.67, -0.54], [0.63, 4.45, -1.56], [-0.49, 1.43, -3.86], [0.41, 0.25, -4.22], [1.71, 0.76, -4.03], [1.65, 2.11, -4.15], [2.60, 2.81, -4.31], [0.39, 2.55, -4.02], [0.28, -0.15, -5.52], [-0.85, 1.46, -2.84], [-1.37, 1.40, -4.52], [0.23, -0.61, -3.58], [-0.82, -3.18, -1.98], [-2.25, -3.06, -2.54], [-2.98, -4.04, -1.83], [-2.11, -4.95, -1.33], [-2.42, -5.97, -0.81], [-0.84, -4.54, -1.50], [-2.22, -3.30, -3.89], [-0.65, -2.48, -1.17], [-0.04, -3.05, -2.72], [-2.63, -2.05, -2.39]], "lowdin_charge": [0.0035, -0.3294, 0.0013, 0.0141, -0.0929, -0.2353, -0.1076, 0.1094, 0.1062, 0.0684, 0.1112, 0.1129, 0.1005, 0.1054, 0.1039, 0.1081, 0.1037, 0.1316, 0.0926, 0.1275, 0.0254, 0.0033, -0.3388, 0.0272, 0.0298, -0.0821, -0.2527, -0.0913, 0.1125, 0.1039, 0.1169, 0.0865, 0.1158, 0.1165, 0.1064, 0.0912, 0.1083, 0.1437, 0.1141, 0.1105, 0.0999, 0.0487, -0.8467, -0.0850, -0.1407, -0.1065, -0.0570, -0.3983, -0.2241, -0.1601, -0.0956, 0.0831, 0.0873, 0.0729, 0.0833, 0.1357, 0.0775, 0.1184, 0.0912, 0.0822, 0.0931, 0.0283, 0.0629, -0.0410, -0.4320, -0.1665, -0.1982, -0.1401, 0.0747, 0.0683, 0.0817, 0.0853, 0.1213, 0.1355, 0.1278, 0.0891, 0.0758, 0.0895, 0.0422, 0.0317, -0.0701, -0.2905, 0.1540, -0.5572, 0.1798, 0.0675, 0.0871, 0.1183, 0.1144, 0.1521, -0.0533, -0.2829, 0.0917, -0.5725, 0.1835, 0.0811, 0.0603, 0.1213, 0.1095, 0.1463, -0.0657, -0.2965, 0.1359, -0.5201, 0.2020, 0.0494, 0.0759, 0.1266, 0.1219, 0.1543, -0.0205, -0.2845, 0.0986, -0.5475, 0.1469, 0.0847, 0.0708, 0.1111, 0.1484, 0.1451, -0.0464, -0.2946, 0.1257, -0.5820, 0.1609, 0.0696, 0.0606, 0.0980, 0.1228, 0.1306], "spin_multiplicity": 1, "max_force_ev_per_a": 2.30, "total_energy_ha": -3708.1630, "homo_ev": -8.09}

---

{"formula": "C4H12IN2", "method": "ωB97M-V with the def2-TZVPD basis set", "species": ["C", "C", "C", "C", "N", "N", "I", "H", "H", "H", "H", "H", "H", "H", "H", "H", "H", "H", "H"], "coordinates": [[0.66, 0.38, 2.11], [1.29, -0.03, 0.74], [0.43, -0.78, -0.35], [-0.51, 0.12, -1.16], [-0.52, -0.70, -3.15], [-1.90, 0.26, -0.86], [-2.03, 0.38, -3.96], [-0.04, 1.15, 1.86], [0.22, -0.53, 2.62], [1.46, 0.70, 2.82], [2.04, 0.71, 0.37], [1.93, -0.86, 1.00], [0.01, -1.57, 0.27], [1.12, -1.21, -1.04], [-0.01, 1.05, -1.49], [0.46, -0.26, -3.43], [-2.22, 0.95, -0.20], [-2.52, 0.45, -1.80], [-2.44, -0.62, -0.63]], "lowdin_charge": [-0.0921, -0.2451, -0.1628, -0.1900, -0.5014, 0.0712, 0.9318, 0.0426, 0.0924, 0.0919, 0.1218, 0.0939, 0.1183, 0.1001, 0.1381, 0.0417, 0.1621, -0.0133, 0.1989], "spin_multiplicity": 1, "max_force_ev_per_a": 4.04, "total_energy_ha": -566.4124, "total_charge": 1, "homo_ev": [-13.21, -13.21]}

---

{"formula": "C4H10O3", "method": "ωB97M-V with the def2-TZVPD basis set", "species": ["C", "O", "C", "C", "C", "O", "H", "H", "H", "H", "H", "H", "H", "H", "H", "H", "O"], "coordinates": [[-0.43, 0.72, -1.36], [-0.98, -0.29, -2.23], [-1.49, 0.76, -0.25], [-1.28, -0.19, 0.93], [-2.58, -0.17, 1.68], [-2.88, 0.79, 2.32], [-0.38, 1.68, -1.67], [0.51, 0.17, -1.10], [-0.51, -0.24, -3.15], [-2.44, 0.44, -0.64], [-1.46, 1.70, 0.20], [-1.15, -1.21, 0.45], [-0.34, -0.19, 1.46], [-3.46, -0.90, 1.61], [7.01, -0.77, 0.46], [5.61, -1.28, 0.28], [6.25, -1.00, 0.99]], "mulliken_spin": [0.0107, 0.0011, 0.0063, 0.1121, -0.0006, 0.7727, 0.0019, 0.0004, 0.0002, -0.0008, 0.0038, -0.0005, -0.0035, 0.0959, 0.0000, 0.0000, 0.0000], "s_squared": 0.757, "spin_multiplicity": 2, "max_force_ev_per_a": 6.04, "total_energy_ha": -383.6932, "total_charge": 1, "homo_ev": [-13.38, -13.38]}

---

{"formula": "C5H7NO", "method": "ωB97M-V with the def2-TZVPD basis set", "species": ["O", "C", "C", "N", "C", "C", "C", "H", "H", "H", "H", "H", "H", "H"], "coordinates": [[-0.67, -1.92, -1.05], [-0.81, -0.74, -0.85], [-1.68, 0.06, 0.11], [-0.44, 0.85, 0.41], [0.68, 0.12, 1.10], [1.50, 0.06, -0.21], [0.19, 0.43, -0.89], [-2.37, 0.74, -0.40], [-2.20, -0.47, 0.91], [0.40, -0.88, 1.47], [1.11, 0.69, 1.92], [1.91, -0.91, -0.50], [2.26, 0.84, -0.29], [0.12, 1.13, -1.73]], "lowdin_charge": [0.1095, -0.3532, -0.0695, -0.0590, -0.1420, -0.0955, -0.2120, 0.1188, 0.1207, 0.1184, 0.1054, 0.1091, 0.1066, 0.1427], "smiles": "O=C1CN2CC[C@@H]12", "spin_multiplicity": 1, "max_force_ev_per_a": 0.59, "total_energy_ha": -324.6327, "homo_ev": -9.48}